The following is a quantum chemistry calculation of a cluster of 2 separate species, C12H27NO4P in total at a distorted geometry, from the Open Molecules 2025 dataset.

Last column: Löwdin charge in e.
Atoms and positions in Å:
C -4.34769 -2.24879 -5.05481  -0.01
C -3.02503 -1.68475 -5.48716  -0.12
O -1.91550 -1.31670 -4.59384  -0.05
C -2.26279 -0.20390 -3.69635  -0.33
O -3.38640 0.51789 -3.71734  -0.01
O -1.22975 0.20108 -2.69277  -0.29
P -1.88855 0.17581 -1.07618  0.97
C -1.43926 1.76232 -0.10530  -0.41
C -2.85457 2.64010 0.03093  -0.19
C -1.33192 -1.40148 -0.14760  -0.42
C -2.34994 -2.62195 -0.66520  -0.18
H -4.51876 -3.38088 -4.75722  0.08
H -5.23559 -1.45546 -4.97820  0.10
H -2.85910 -1.57989 -6.66171  0.14
H -0.71242 2.43931 -0.72409  0.08
H -1.02243 1.57532 0.97872  0.06
H -2.77691 3.51607 0.80545  0.08
H -3.16173 3.06691 -1.03292  0.09
H -3.70338 1.86679 0.32979  0.07
H -0.21523 -1.70549 -0.33956  0.06
H -1.52993 -1.30345 1.01452  0.08
H -3.00778 -3.00410 0.22584  0.08
H -1.71718 -3.48645 -1.15721  0.08
H -3.09669 -2.15440 -1.46965  0.06
C 1.59156 0.56501 3.10229  0.02
N 2.78240 -0.07356 2.38077  -0.34
C 2.48662 -1.56352 2.21994  0.02
C 4.03191 0.09474 3.22559  0.02
C 2.96821 0.52806 0.96010  -0.06
C 3.29267 2.03541 0.94378  -0.22
O 2.24797 2.78722 1.54365  -0.08
H 1.33941 -0.06144 3.96636  0.11
H 1.87498 1.55294 3.46773  0.10
H 0.74594 0.60861 2.41107  0.09
H 2.36025 -2.00444 3.21262  0.11
H 3.33199 -2.02884 1.70402  0.11
H 1.57003 -1.67351 1.63222  0.10
H 4.20937 1.15803 3.39318  0.10
H 4.87268 -0.35741 2.69146  0.12
H 3.87210 -0.40699 4.18446  0.12
H 2.03422 0.33977 0.42411  0.13
H 3.77945 -0.03293 0.48225  0.14
H 3.39772 2.36866 -0.09292  0.13
H 4.23088 2.24744 1.46273  0.12
H 2.56818 3.70283 1.65644  0.12

Cartesian forces (eV/Å) of the 6 atoms listed first:
1.764 0.611 0.062
-2.876 0.023 -0.297
-1.121 1.123 1.512
-5.122 3.577 0.488
7.334 -5.044 -0.323
-1.405 -2.106 -1.680

Output
LUMO level = -2.9 eV
F_max = 8.9 eV/A
Total charge = +1
Highest occupied orbital energy = -9.5 eV
Energy = -31834.978 eV